(P)
C3H3Br2F | ωB97M-V with the def2-TZVPD basis set

```
9
Properties=species:S:1:pos:R:3
Br 3.587 0.089 -0.447
C 0.505 0.023 0.757
F 0.843 -1.224 0.941
C -0.576 0.487 -0.063
C -1.367 -0.521 -0.659
H 1.102 0.694 1.307
H -0.915 -1.398 -0.388
H -2.227 -0.387 -1.273
Br -0.952 2.236 -0.175
```

Summary:
Lowest unoccupied orbital energy (spin up / spin down) in eV: -3.385 / -3.383
Kohn-Sham gap (spin up / spin down) in eV: 4.93 / 4.94

(Q)
C3H3Br2F | ωB97M-V with the def2-TZVPD basis set

```
9
Properties=species:S:1:pos:R:3
H 1.386 0.620 2.138
Br 2.127 1.632 -0.008
C -1.820 -0.568 -1.698
Br 2.053 -1.774 0.170
C 0.609 -0.771 0.728
H -2.778 -0.698 -1.080
C 0.892 0.568 1.161
H -2.166 -0.300 -2.739
F -0.302 1.291 1.330
```

Summary:
Lowest unoccupied orbital energy (spin up / spin down) in eV: -1.571 / -1.570
Kohn-Sham gap (spin up / spin down) in eV: 7.47 / 7.47

Relative energies, in kcal/mol, with the most stable structure set to zero: (P) 0.0; (Q) 105.8.

(P)
C18H21N3O3S | ωB97M-V with the def2-TZVPD basis set

```
46
Properties=species:S:1:pos:R:3
H 4.821 0.760 1.585
S 3.309 1.084 -0.803
H -6.181 -2.398 -0.533
H -5.892 2.182 1.083
C 0.866 0.137 -0.566
N -2.752 -0.172 -1.052
N 1.768 1.194 -0.181
N -4.984 0.669 0.068
C -5.051 -0.579 -0.375
H -4.156 -1.205 -2.208
C 4.916 -2.615 1.282
H 0.170 2.343 2.545
H 1.893 0.707 1.863
O 3.184 0.844 -2.209
H 5.653 -1.269 2.778
C 5.128 -1.363 1.839
C 4.251 -2.741 0.072
H 3.277 -1.673 -1.530
C 1.670 1.567 1.209
C -6.007 1.160 0.747
C -0.580 0.578 -0.336
H -0.607 0.120 1.766
C 4.000 -0.370 -0.015
H 1.049 -0.785 0.008
H 5.276 -3.496 1.791
H 0.078 2.966 0.888
C -7.231 -0.868 0.554
C 0.259 2.075 1.491
H -3.534 -2.056 -0.781
H -7.966 0.879 1.579
C 4.664 -0.231 1.188
C -0.759 0.996 1.130
H 2.413 2.347 1.379
H -8.108 -1.470 0.744
C -1.534 -0.573 -0.631
C -7.156 0.437 1.020
H -3.016 0.801 -0.988
C -6.163 -1.387 -0.156
C -3.865 -1.082 -1.155
H -1.775 1.361 1.293
H 4.092 -3.718 -0.360
O -1.233 -1.742 -0.494
O 4.026 2.244 -0.358
C 3.787 -1.611 -0.582
H -0.801 1.429 -0.986
H 1.043 -0.065 -1.623
```

Summary:
SMILES: O=C(NCc1ccccn1)[C@H]1CCCN(S(=O)(=O)c2ccccc2)C1
Lowest unoccupied orbital energy in eV: 0.710
Kohn-Sham gap in eV: 10.08

(Q)
C18H21N3O3S | ωB97M-V with the def2-TZVPD basis set

```
46
Properties=species:S:1:pos:R:3
H 1.804 2.696 0.420
C -4.245 0.734 -0.970
O -3.122 0.552 -2.002
C 1.804 0.922 3.205
C 2.121 -1.686 -0.652
H 2.190 5.312 2.606
H -3.878 1.072 0.115
C 1.443 -2.809 -2.761
H -5.575 -0.724 -1.751
C -2.306 -2.913 -0.998
C 1.315 1.914 1.243
H 3.286 4.337 1.894
C 1.578 3.539 2.845
C 2.220 -0.421 1.202
H 1.667 4.625 1.123
C -1.115 -2.862 -1.835
H 2.609 -3.346 -1.028
C 2.504 -0.210 2.542
C -3.040 -1.720 -1.266
S 1.477 -0.159 -1.174
N 1.991 2.121 2.412
C -2.609 -0.564 -1.767
C 1.702 0.606 0.425
H 0.542 0.645 3.367
O -4.202 -1.683 -0.280
N 2.253 -1.657 0.577
O 1.964 -4.098 -3.249
C -0.680 -1.908 -2.408
C 0.613 -1.918 -3.438
H -2.647 -3.745 -0.495
H 3.665 -0.290 3.031
H -5.749 -0.432 -0.139
H -4.814 1.639 -1.045
N 2.234 -2.597 -1.527
C -4.882 -0.433 -1.052
H -1.027 0.259 -3.222
H 2.161 -1.358 3.461
C -1.551 -0.655 -2.513
H 0.460 3.451 2.935
H 2.279 1.122 4.294
H 0.985 -0.935 -3.441
H 2.250 3.413 3.914
H 0.371 -2.461 -4.360
H -0.495 -3.970 -1.608
C 2.246 4.446 2.183
H 0.206 2.147 1.188
```

Summary:
Lowest unoccupied orbital energy in eV: 0.133
Kohn-Sham gap in eV: 8.03

Relative energies, in kcal/mol, with the most stable structure set to zero: (P) 0.0; (Q) 429.0.

(P)
C2H7O3PSi | ωB97M-V with the def2-TZVPD basis set

```
14
Properties=species:S:1:pos:R:3
O 1.940 3.830 2.026
H 1.699 1.018 -1.026
H -0.846 -1.713 0.189
C -0.709 -1.101 1.134
H 1.831 -0.491 -0.566
H 0.806 -0.374 -1.734
O -0.552 4.272 1.929
C 1.076 0.197 -0.848
H -1.788 -1.230 1.519
O 0.140 1.698 1.510
Si -0.269 0.661 0.437
H 0.129 -1.251 1.726
H -1.496 1.105 -0.422
P 0.571 3.487 2.574
```

Summary:
SMILES: C[SiH](C)OP([O-])[O-]
Net charge: -2
Lowest unoccupied orbital energy in eV: 6.378
Kohn-Sham gap in eV: 4.91

(Q)
C2H7O3PSi | ωB97M-V with the def2-TZVPD basis set

```
14
Properties=species:S:1:pos:R:3
H 0.194 -1.250 -1.680
O -3.851 -0.869 -1.026
O -4.504 1.356 0.010
Si -1.543 0.297 -0.431
C 1.024 1.520 0.763
H 1.243 1.018 1.687
O -3.753 -0.594 1.558
H 0.009 -1.563 0.030
H 1.632 0.939 -0.025
H -1.742 0.778 -1.794
C -0.619 -1.295 -0.860
P -3.789 0.080 0.180
H 1.156 2.548 0.773
H -1.176 -2.241 -1.175
```

Summary:
Net charge: -2
Lowest unoccupied orbital energy in eV: 6.820
Kohn-Sham gap in eV: 6.46

Relative energies, in kcal/mol, with the most stable structure set to zero: (P) 0.0; (Q) 46.0.

(P)
CH7NS | ωB97M-V with the def2-TZVPD basis set

```
10
Properties=species:S:1:pos:R:3
H -1.997 1.155 1.007
H 4.920 0.757 -0.232
S -2.148 -0.613 -0.351
H 3.129 0.767 -0.160
H 3.794 -0.536 -0.511
N 4.040 0.283 0.068
H -0.819 1.618 -0.012
H -0.513 0.232 1.275
H 4.587 0.034 0.932
C -1.113 0.676 0.478
```

Summary:
Lowest unoccupied orbital energy in eV: -2.715
Kohn-Sham gap in eV: 1.42

(Q)
CH7NS | ωB97M-V with the def2-TZVPD basis set

```
10
Properties=species:S:1:pos:R:3
H 0.356 0.569 -1.716
N -0.606 -0.358 -0.065
H 0.148 -1.157 -1.904
C 0.350 -0.373 -1.171
H -0.081 0.528 0.902
H -0.219 1.500 2.710
H -0.582 -1.228 0.436
H -1.553 -0.193 -0.379
H 1.342 -0.520 -0.743
S 0.845 1.231 1.931
```

Summary:
SMILES: CN.S
Lowest unoccupied orbital energy in eV: 0.703
Kohn-Sham gap in eV: 8.89

(R)
CH7NS | ωB97M-V with the def2-TZVPD basis set

```
10
Properties=species:S:1:pos:R:3
N -0.451 -0.373 -1.527
H -2.282 -0.234 -0.504
H -1.539 1.329 -0.817
H -0.620 -1.000 -2.305
H 0.226 0.261 -1.937
H 0.951 -0.567 2.576
H -2.357 0.443 -2.094
H 0.643 -0.882 0.640
S 1.124 0.081 1.428
C -1.698 0.336 -1.237
```

Summary:
SMILES: CN.S
Lowest unoccupied orbital energy in eV: 1.059
Kohn-Sham gap in eV: 10.40

Relative energies, in kcal/mol, with the most stable structure set to zero: (P) 126.2; (Q) 6.2; (R) 0.0.

(P)
C5H20N10O5 | ωB97M-V with the def2-TZVPD basis set

```
40
Properties=species:S:1:pos:R:3
H -3.230 -0.396 2.612
N -2.511 3.728 3.235
H -1.801 3.698 3.953
H -3.680 -2.351 0.041
C 2.213 0.552 0.506
H -2.754 -0.991 0.797
H 4.001 2.923 -7.772
H -1.011 5.548 1.334
H 3.886 1.544 0.029
H 0.804 -7.744 1.756
H 3.576 -0.201 -0.664
N 2.805 -0.454 -0.064
N -3.496 -1.676 0.769
N -4.060 -0.955 2.752
C -0.397 -6.497 1.045
O -3.122 4.520 1.271
O -5.393 -2.317 1.572
H -3.380 3.362 3.597
N -1.650 -6.251 0.928
O 1.084 0.621 1.042
N 3.981 3.398 -4.768
N -0.195 -7.618 1.680
C -2.255 4.307 2.104
H 2.606 2.434 0.957
O 0.492 -5.766 0.563
O 2.470 2.397 -5.876
H -1.805 -5.327 0.551
H 5.025 3.868 -6.769
H 3.549 3.279 -3.863
H -2.129 -6.744 1.668
N 4.276 3.194 -6.838
N 2.992 1.624 0.494
H 2.324 -1.342 -0.030
H -0.634 4.919 2.916
H 4.829 3.946 -4.806
C 3.492 2.990 -5.874
N -1.042 4.790 2.000
H -0.878 -8.344 1.837
C -4.394 -1.675 1.706
H -4.589 -0.995 3.611
```

Summary:
SMILES: NC(N)=O.NC(N)=O.NC(N)=O.NC(N)=O.NC(N)=O
Lowest unoccupied orbital energy in eV: 0.320
Kohn-Sham gap in eV: 9.78

(Q)
C5H20N10O5 | ωB97M-V with the def2-TZVPD basis set

```
40
Properties=species:S:1:pos:R:3
N -23.691 -35.400 37.248
H -19.776 -36.040 30.788
N -23.179 -32.398 28.845
N -18.918 -36.416 24.309
H -23.865 -31.675 28.681
H -22.348 -32.541 28.289
N -19.183 -36.833 30.987
C -22.943 -32.794 30.060
C -23.546 -34.119 37.564
O -24.000 -33.673 38.570
H -19.246 -36.386 23.354
C -19.072 -35.265 24.815
O -17.255 -37.505 31.821
N -18.768 -35.201 26.054
H -23.474 -35.756 36.328
H -18.203 -34.745 30.729
N -24.515 -26.590 30.985
H -18.413 -36.062 26.445
H -25.460 -26.273 30.820
H -16.762 -35.071 31.714
N -22.865 -33.467 36.672
O -24.841 -28.454 29.938
H -18.768 -34.356 26.608
H -22.825 -29.012 30.573
N -23.665 -32.229 30.981
H -22.575 -32.563 37.017
H -23.492 -32.402 31.961
C -24.154 -27.745 30.526
N -17.573 -35.380 31.198
H -24.379 -31.543 30.782
C -17.937 -36.645 31.379
O -19.478 -34.290 24.158
N -22.919 -28.017 30.716
H -19.599 -37.731 31.188
H -22.367 -33.961 35.945
H -22.549 -27.427 31.447
H -18.535 -37.260 24.711
H -24.073 -36.099 37.869
H -23.757 -25.949 31.171
O -22.007 -33.549 30.303
```

Summary:
SMILES: NC(N)=O.NC(N)=O.NC(N)=O.NC(N)=O.NC(N)=O
Lowest unoccupied orbital energy in eV: 0.095
Kohn-Sham gap in eV: 9.70

Relative energies, in kcal/mol, with the most stable structure set to zero: (P) 14.6; (Q) 0.0.